Entry 1:
This record from OMol25 describes a molecular structure, C25H47AlBBeBr3CaF4K2LiNO13PS3 at a distorted geometry. The level of theory is wB97M-V/def2-TZVPD.

```
! wB97M-V def2-TZVPD RIJCOSX def2/J DEFGRID3
* xyz -1 1
H 0.20 5.33 -1.33
C 3.34 -7.77 3.30
H -3.90 -1.05 -3.18
H -2.77 -3.16 -1.55
H 4.71 -9.24 2.43
H -7.31 3.33 4.72
C -2.29 -0.92 -1.56
H 3.14 3.46 -2.02
C 3.33 -3.77 -1.08
H 0.43 4.38 -2.96
F 9.26 -4.10 2.53
C 8.10 0.89 1.54
Br 4.11 -2.15 -0.35
H 2.69 4.56 -0.50
H 4.10 -7.51 4.05
H -6.76 5.72 1.99
S 2.01 -9.51 4.50
H -3.81 -0.86 1.68
N -1.44 4.01 -1.86
H 6.22 1.70 2.75
H 2.48 1.97 0.81
O -0.86 -3.11 -3.68
Ca -5.73 -2.60 0.43
H 0.61 2.75 -0.09
H 8.29 0.22 0.57
H 0.90 2.14 -1.87
H 6.09 -0.07 2.07
C 5.75 1.57 0.43
C -3.62 -2.03 1.79
C -5.96 5.15 2.64
C -3.03 -2.22 -0.88
C 3.65 -9.12 2.65
O -2.23 1.97 -6.25
H -4.76 3.86 1.19
C -1.86 3.14 -6.42
O -2.50 4.00 -7.00
C -7.81 2.41 1.82
S -2.22 2.63 0.48
C -4.03 1.10 -2.27
H -2.47 -3.75 0.74
H -4.16 1.05 -1.10
H -4.88 6.12 -0.16
H 3.33 1.36 -0.75
O -8.23 1.14 2.01
Li -3.93 -4.95 0.97
H -1.31 1.76 -2.12
C 0.95 3.08 -1.16
O 3.23 -10.10 3.60
F 9.66 -1.81 2.99
H -2.47 0.08 -3.69
C 2.56 3.50 -1.00
O 1.46 -3.47 -4.58
C 6.46 1.02 1.82
Br 3.55 -5.29 0.12
Be -3.03 -0.69 3.50
Br 1.47 -3.52 -1.59
H -1.23 -1.28 -1.98
H -3.69 2.58 -3.97
H 3.88 -4.00 -2.00
C -3.17 -0.21 -2.78
H 4.98 3.82 0.35
H -2.06 -0.12 -0.74
C -3.46 2.54 -2.80
O -8.15 3.13 0.57
O 0.77 -10.08 4.03
C -1.99 4.08 -0.45
Al -6.66 3.28 3.28
H -1.44 -2.16 0.88
O 0.72 -1.17 -3.90
H 6.65 1.95 -0.26
S -2.33 5.82 0.22
H 3.07 -9.26 1.74
C 3.23 2.29 -0.05
C -1.81 2.72 -2.57
C -2.53 -2.56 0.65
O 2.42 -9.54 5.89
F 9.42 -2.54 0.75
H -3.19 -2.27 2.87
H 3.26 -6.97 2.57
K -3.03 -2.80 -4.56
C -4.57 4.85 1.83
K -4.83 8.83 1.45
H 8.50 1.97 1.26
H -4.19 7.04 1.34
H -1.38 2.82 -3.68
H 4.41 2.78 1.85
O 2.10 -7.96 3.98
C 0.05 4.27 -1.85
H -5.67 5.71 3.63
H -4.07 3.45 -2.33
C 4.63 2.74 0.68
H -4.61 -2.65 1.60
F 7.54 -2.50 2.20
H -5.12 0.97 -2.75
P 0.27 -2.49 -4.53
H -5.33 2.38 3.40
B 8.97 -2.74 2.11
O -0.74 3.29 -5.92
H 5.28 0.61 -0.09
O -0.25 -2.24 -5.95
H -4.19 -2.02 -0.83
H 8.63 0.44 2.49
H -3.65 4.60 2.52
C -4.12 6.00 0.75
*
```

Results
Orbital gap (Ha): 0.0496

Atomic partial charges in e from the Mulliken method, atoms 1 to 2:
1. H 0.23
2. C -0.04

Entry 2:
This record from OMol25 describes 2 unconnected molecules or ions with the total composition C19H20N2O7S at a distorted geometry. The level of theory is wB97M-V/def2-TZVPD.

```
! wB97M-V def2-TZVPD RIJCOSX def2/J DEFGRID3
* xyz 0 1
C 2.72 3.09 2.96
H 2.40 1.50 4.38
H 1.44 -3.54 -1.05
C 1.00 0.71 -0.10
S -4.79 -0.28 -2.00
H 0.73 -2.45 -3.15
C -2.30 -4.69 -0.42
O -3.25 -4.19 0.49
C -3.24 -2.63 -1.34
C 0.89 -2.55 -0.99
C -4.08 -3.25 -0.18
H 0.48 2.73 -2.84
N 3.02 2.18 1.85
O -5.48 -0.44 -0.73
H -0.50 -4.54 -2.29
H 1.59 0.20 -3.32
H 2.41 -1.43 0.16
C -3.35 -1.38 -2.24
H -3.38 -1.74 -3.31
O -4.26 1.10 -2.06
C 2.02 -1.43 -0.90
C 2.17 3.43 5.27
H -5.62 -0.39 -3.12
C 0.00 -2.39 -2.29
C 2.75 4.46 2.75
C 0.74 1.93 -2.11
H 2.89 -1.69 -1.56
H 1.95 3.03 6.25
H 2.98 4.87 1.77
H -2.43 -0.72 -2.17
O 3.30 2.68 0.78
N 1.48 -0.09 -1.15
C -1.03 -3.56 -2.49
O -1.71 -5.71 -0.34
H 2.01 5.47 5.90
C 0.52 1.98 -0.61
O 2.97 0.98 2.07
H -1.42 -3.59 -3.55
C -2.22 -3.53 -1.47
C 2.21 4.80 5.07
H 0.06 2.81 -0.03
H 0.27 -2.55 -0.05
H 2.52 6.39 3.66
C 2.49 5.32 3.81
H -0.48 -1.38 -2.35
O -5.19 -3.14 0.19
C 1.31 0.62 -2.34
C 2.43 2.57 4.21
H 0.97 0.43 0.98
*
```

Results
Orbital gap (Ha): 0.2645
SMILES string: O=C1OC(=O)C(C[SH](=O)=O)=C1CCCCn1cccc1.O=[N+]([O-])c1ccccc1
Energy relative to the best compared isomer or geometry (same formula, charge and spin) (kcal per mole): 160.5

Atomic partial charges in e from the Mulliken method, atoms 1 to 2:
1. C 0.16
2. H 0.43

Entry 3:
This record from OMol25 describes a single C4H8ClNO molecule at a distorted geometry. The level of theory is wB97M-V/def2-TZVPD.

```
! wB97M-V def2-TZVPD RIJCOSX def2/J DEFGRID3
* xyz 0 1
C 0.56 -1.53 -1.64
H -0.50 0.76 -1.03
H -0.76 2.19 2.84
H -1.93 1.23 1.77
C -0.03 1.39 1.11
Cl -1.99 -0.50 0.15
H -0.50 -1.52 -1.82
O 1.12 1.77 1.23
C 0.78 -0.65 -0.35
H 1.10 -2.67 -1.60
N -1.09 1.73 1.91
C -0.40 0.26 -0.14
H 0.93 -1.15 -2.56
H 0.97 -1.36 0.55
H 1.75 0.04 -0.43
*
```

Results
Orbital gap (Ha): 0.3910
SMILES string: CC[C@@H](Cl)C(N)=O
Energy relative to the best compared isomer or geometry (same formula, charge and spin) (kcal per mole): 14.1

Atomic partial charges in e from the Mulliken method, atoms 1 to 2:
1. C -1.01
2. H 0.40

Entry 4:
This record from OMol25 describes a molecular structure, C2H5N4 at a distorted geometry. The level of theory is wB97M-V/def2-TZVPD.

```
! wB97M-V def2-TZVPD RIJCOSX def2/J DEFGRID3
* xyz 1 3
C -1.90 -0.09 -0.16
H -1.11 1.87 -0.32
N 0.83 -0.64 0.37
C 2.00 -0.34 -0.17
N 1.69 0.83 -0.63
N -0.98 0.84 -0.03
H -2.96 0.07 -0.44
H -1.44 -1.05 0.09
H 2.93 -0.98 -0.10
H 0.56 -1.14 1.22
N 0.38 0.63 0.16
*
```

Results
Orbital gap (alpha / beta) (Ha): 0.3088 / 0.2793
Energy relative to the best compared isomer or geometry (same formula, charge and spin) (kcal per mole): 76.1

Atomic partial charges in e from the Mulliken method, atoms 1 to 2:
1. C -0.39
2. H 0.33

Entry 5:
This record from OMol25 describes a single C5H4FN molecule. The level of theory is wB97M-V/def2-TZVPD.

```
! wB97M-V def2-TZVPD RIJCOSX def2/J DEFGRID3
* xyz 0 1
C 0.05 -1.22 0.39
C 0.20 1.46 -0.04
H 1.18 -0.76 2.15
N 0.79 0.97 1.05
H 0.27 2.53 -0.18
F -1.20 -1.46 -1.60
H 0.00 -2.30 0.57
C 0.71 -0.35 1.24
C -0.56 -0.67 -0.74
H -0.96 1.12 -1.86
C -0.48 0.69 -0.97
*
```

Results
Orbital gap (Ha): 0.4113
SMILES string: Fc1ccncc1
Energy relative to the best compared isomer or geometry (same formula, charge and spin) (kcal per mole): 0.2

Atomic partial charges in e from the Mulliken method, atoms 1 to 2:
1. C -0.24
2. C -0.30

Entry 6:
This record from OMol25 describes a molecular structure, C27H19Cl5N6O10P2Sn at a distorted geometry. The level of theory is wB97M-V/def2-TZVPD.

```
! wB97M-V def2-TZVPD RIJCOSX def2/J DEFGRID3
* xyz -2 1
C -0.23 -3.69 3.88
P 2.07 1.30 -3.21
H 3.84 0.62 -0.89
Cl -0.19 -5.03 4.97
C -3.50 3.03 2.19
P -0.61 1.96 -2.90
H -5.39 -0.57 -2.73
C -3.81 2.14 1.17
H 3.00 1.27 1.10
Cl 2.39 -1.29 2.14
C -0.28 -1.48 2.05
Cl 2.46 -3.73 4.00
O 0.84 -2.74 -0.89
H 0.01 4.00 3.80
C -2.18 3.13 2.59
N 2.58 -3.47 -2.16
H -2.29 1.56 -4.11
H 4.00 2.88 2.74
C -1.43 -2.11 2.54
Sn 0.26 0.03 -0.07
O -0.59 2.13 -1.42
H -4.84 2.09 0.86
O 2.34 1.50 -1.74
N -2.14 -0.53 -0.70
C -4.28 0.38 -1.17
H 1.20 3.09 -3.94
H 1.24 -5.01 -1.79
C 1.74 -4.55 -2.64
C -1.22 2.32 2.00
H -3.61 -2.28 -3.14
Cl -2.91 -3.86 4.02
O 0.49 0.84 -3.37
H 2.36 -5.29 -3.15
C 2.06 3.54 3.41
N -1.54 1.42 1.06
O -1.96 1.15 -3.31
C -2.33 -1.45 -1.63
C 0.89 -2.02 2.58
N 4.55 -0.12 -1.01
C -3.08 0.38 -0.45
C -4.60 3.94 2.84
C 4.57 -2.22 -2.23
C 0.22 2.47 2.30
C 1.99 -2.54 -1.27
H 0.98 -4.16 -3.31
C -1.43 -3.17 3.44
H 4.23 -4.05 -3.27
Cl -2.98 -1.53 2.04
C -2.80 1.35 0.63
H -1.52 -2.16 -1.76
C 0.95 -3.11 3.45
H -1.96 3.84 3.37
O 2.11 2.71 -3.96
H 5.56 -2.04 -2.62
O -0.50 3.14 -3.81
N 1.07 1.71 1.61
H -5.04 1.11 -0.96
C 3.84 -3.29 -2.60
O 2.91 0.32 -3.94
O -4.16 4.77 3.67
C 3.91 -1.25 -1.40
C -4.47 -0.57 -2.15
H 2.44 4.25 4.13
C -3.49 -1.52 -2.39
O -5.76 3.73 2.45
H 5.28 0.16 -1.65
N 2.73 -1.49 -0.88
C 0.69 3.40 3.23
C 2.38 1.88 1.75
C 2.93 2.78 2.64
*
```

Results
Orbital gap (Ha): 0.2488

Atomic partial charges in e from the Mulliken method, atoms 1 to 2:
1. C 0.72
2. P 0.48

Entry 7:
This record from OMol25 describes a molecular structure, C16H17F5N7OPdSTe at a distorted geometry. The level of theory is wB97M-V/def2-TZVPD.

```
! wB97M-V def2-TZVPD RIJCOSX def2/J DEFGRID3
* xyz -1 1
F 1.73 -1.55 -1.12
H 0.52 4.80 -2.53
N -1.05 -1.25 -0.03
S -1.07 2.33 0.91
H 5.09 2.30 0.13
C 2.45 0.26 2.08
C -4.53 -3.49 0.10
H 1.50 3.59 0.97
N -0.54 -1.66 2.18
Pd 0.56 -0.02 -0.02
H -0.38 3.65 -3.47
H 1.41 -1.03 3.63
H -2.18 -3.27 3.21
N 2.30 0.55 0.78
C -3.40 -2.66 0.06
C 1.40 -0.58 2.62
C -2.86 -3.36 2.35
C 0.21 3.75 -2.57
C -3.95 -4.21 2.33
C -0.12 3.15 -0.23
H 3.64 0.59 3.87
N -0.64 3.44 -1.44
N 0.45 -0.88 1.73
H -4.12 -4.82 3.23
C -2.57 -2.62 1.20
F 2.80 1.28 -2.91
C 4.51 1.53 2.11
C -1.94 -1.13 -0.98
H -5.66 -4.95 1.18
C -4.78 -4.28 1.21
H 1.61 4.20 -0.64
H 3.04 1.34 -0.97
F 2.15 -1.45 -4.66
Te 1.50 -0.26 -3.06
H -1.54 2.99 -1.60
H 5.38 1.91 2.64
F -0.23 -1.18 -2.99
C 3.21 1.25 0.11
F 0.52 0.92 -4.30
N 1.08 3.71 0.07
C 3.54 0.78 2.80
C -1.37 -1.87 1.15
N -3.06 -1.82 -1.01
H 1.07 3.09 -2.70
O 0.52 0.86 -1.78
H -1.71 -0.43 -1.78
C 4.34 1.78 0.75
H -3.63 -1.78 -1.85
H -5.24 -3.52 -0.74
*
```

Results
Orbital gap (Ha): 0.1619
Energy relative to the best compared isomer or geometry (same formula, charge and spin) (kcal per mole): 17.4

Atomic partial charges in e from the Mulliken method, atoms 1 to 2:
1. F -0.72
2. H 0.35

Entry 8:
This record from OMol25 describes a single C6H12N2O2S molecule at a distorted geometry. The level of theory is wB97M-V/def2-TZVPD.

```
! wB97M-V def2-TZVPD RIJCOSX def2/J DEFGRID3
* xyz 0 1
S 0.93 -0.54 0.35
C 0.80 1.87 -1.06
H 1.62 1.66 -2.94
C -1.75 -1.22 0.71
N -0.45 -1.62 0.37
H 3.05 1.26 -0.71
H -2.87 -0.32 2.55
O 1.01 0.08 1.68
H -3.30 -2.48 0.98
H 1.26 3.60 -2.58
C 1.45 2.56 -2.24
H 2.68 2.81 -0.08
H -1.41 -1.35 2.95
H 0.79 -0.22 -1.87
C -2.09 -1.08 2.15
C 2.26 2.24 -1.01
H -0.05 2.35 -0.54
H -0.22 -2.32 -0.23
H -2.34 -0.76 0.00
C -2.38 -2.42 1.35
H -1.69 -3.34 1.45
N 0.54 0.43 -1.05
O 2.16 -1.20 -0.24
*
```

Results
Orbital gap (Ha): 0.3579
SMILES string: O=S(=O)(NC1CC1)NC1CC1
Energy relative to the best compared isomer or geometry (same formula, charge and spin) (kcal per mole): 139.6

Atomic partial charges in e from the Mulliken method, atoms 1 to 2:
1. S 0.94
2. C -0.06

Entry 9:
This record from OMol25 describes a single C3H5N3OS molecule at a distorted geometry. The level of theory is wB97M-V/def2-TZVPD.

```
! wB97M-V def2-TZVPD RIJCOSX def2/J DEFGRID3
* xyz 0 1
H 2.21 0.65 1.16
N -0.75 -0.15 -0.28
H -1.27 0.28 2.34
C 1.38 0.30 0.37
C 1.41 0.18 -1.03
H -0.18 -1.02 2.19
H -2.19 -0.29 -1.33
C 0.05 -0.20 -1.44
H 2.37 0.44 -1.52
N -0.27 -0.03 2.03
S -0.64 -0.62 -2.88
O -2.09 -0.08 -0.35
N -0.03 0.55 0.72
*
```

Results
Orbital gap (Ha): 0.2984
SMILES string: Nn1ccc(=S)n1O
Energy relative to the best compared isomer or geometry (same formula, charge and spin) (kcal per mole): 124.8

Atomic partial charges in e from the Mulliken method, atoms 1 to 2:
1. H 0.33
2. N 0.29

Entry 10:
This record from OMol25 describes 2 unconnected molecules or ions with the total composition CH7OPSi at a distorted geometry. The level of theory is wB97M-V/def2-TZVPD.

```
! wB97M-V def2-TZVPD RIJCOSX def2/J DEFGRID3
* xyz 0 1
H 0.96 0.75 0.49
O 1.41 -0.45 -1.61
H -4.26 0.91 -1.01
C 3.49 -0.14 0.63
H -5.72 -0.28 -1.11
H -4.93 0.39 0.74
Si 1.84 0.03 -0.24
P -4.46 -0.30 -0.35
H 3.83 -1.26 0.84
H 3.49 0.33 1.62
H 4.35 0.02 0.00
*
```

Results
Orbital gap (Ha): 0.3821
SMILES string: C[SiH]=O.P
Energy relative to the best compared isomer or geometry (same formula, charge and spin) (kcal per mole): 25.4

Atomic partial charges in e from the Mulliken method, atoms 1 to 2:
1. H -0.10
2. O -0.49

Entry 11:
This record from OMol25 describes a molecular structure, C18H15Cl5N2ORuS4Si at a distorted geometry. The level of theory is wB97M-V/def2-TZVPD.

```
! wB97M-V def2-TZVPD RIJCOSX def2/J DEFGRID3
* xyz -2 1
N -0.91 1.93 -5.85
Cl 0.67 -5.32 0.20
H 0.13 -1.70 6.14
Cl -4.28 -3.21 0.09
C -0.51 2.25 -2.36
H 5.58 -2.00 1.06
H 6.57 0.72 2.21
C -1.74 -4.12 0.14
H 6.91 -1.77 -0.08
H -1.61 -1.34 5.93
C -2.57 -3.00 0.09
C 5.79 0.91 -1.73
C 3.74 0.54 0.47
H 1.32 -2.10 2.51
C -0.61 -1.22 5.50
C -1.23 4.33 -3.42
H 1.31 -0.65 3.53
C -0.36 -3.94 0.14
Cl -3.06 -0.35 0.06
C 2.58 0.76 0.73
H 5.29 0.29 -2.47
C -2.00 -1.73 0.05
C -0.87 2.97 -3.50
C 5.85 -1.59 0.09
Si 5.47 0.27 0.02
H 7.67 1.08 0.88
Ru -0.18 0.57 -0.06
H 6.37 2.21 1.30
S -0.64 -1.99 3.84
C 0.17 -2.65 0.08
C -0.61 -1.50 0.06
Cl 1.90 -2.47 0.03
C 6.64 1.16 1.21
H 1.71 -2.27 4.24
C 1.21 0.96 1.01
O -1.39 -1.05 3.00
S -0.09 0.57 -2.39
H 5.40 1.93 -1.84
S -0.44 2.86 -0.76
H 5.29 -2.13 -0.67
H -0.39 -0.17 5.36
H 6.86 0.93 -1.96
N -1.55 5.44 -3.38
C -0.88 2.38 -4.78
S 0.74 1.74 2.47
C 1.12 -1.72 3.51
Cl -2.42 -5.70 0.20
*
```

Results
Orbital gap (Ha): 0.2124
Energy relative to the best compared isomer or geometry (same formula, charge and spin) (kcal per mole): 7.0

Atomic partial charges in e from the Mulliken method, atoms 1 to 2:
1. N -0.62
2. Cl -0.24

Entry 12:
This record from OMol25 describes a single C6H10N2OS molecule at a distorted geometry. The level of theory is wB97M-V/def2-TZVPD.

```
! wB97M-V def2-TZVPD RIJCOSX def2/J DEFGRID3
* xyz 0 1
C -1.74 -0.51 -0.35
H -1.66 -1.55 -0.76
H -1.04 -0.47 2.69
C -0.46 -0.43 0.51
H -1.27 -2.02 1.86
S 0.97 -1.22 -0.38
H 2.03 1.00 -1.57
C 2.00 0.73 -0.49
H -0.40 0.27 -1.88
H 1.43 2.38 0.60
C -1.54 0.42 -1.60
C 1.02 1.40 0.31
N -0.06 0.95 0.83
O 4.04 0.07 -0.74
C -0.59 -1.13 1.85
H -2.46 -0.04 0.34
N 3.13 0.17 0.09
H 0.34 -1.50 2.31
H -2.24 0.05 -2.36
H -1.50 1.44 -1.24
*
```

Results
Orbital gap (Ha): 0.2977
SMILES string: CC[C@]1(C)N=C[C@@H](N=O)S1
Energy relative to the best compared isomer or geometry (same formula, charge and spin) (kcal per mole): 132.2

Atomic partial charges in e from the Mulliken method, atoms 1 to 2:
1. C -0.56
2. H 0.39